ORCA calculation (ωB97M-V/def2-TZVPD) on C53H70BN11OSbTi as an isolated structure at a distorted geometry.

```
138
Properties=species:S:1:pos:R:3:mulliken_charge:R:1
C 2.46 1.33 0.56 -1.51
H 0.88 -1.72 -2.50 -0.84
C -2.06 -5.20 3.14 -1.48
H 2.73 4.43 0.04 0.40
C -3.08 5.49 -3.70 -1.05
N 0.90 -3.83 0.64 0.63
H -5.05 2.90 -0.20 0.47
H -1.96 -4.76 -0.38 -1.06
H 2.14 2.72 -2.66 0.77
H 2.14 1.66 1.54 0.54
H 1.20 -2.52 -4.84 0.47
H -2.26 5.09 -0.26 0.34
C -1.03 -2.14 -3.24 0.46
N -0.20 -0.35 2.26 -0.06
H 3.53 -1.37 3.40 0.53
H 2.32 2.85 -6.92 0.55
C 3.86 1.76 -3.55 0.38
N -3.80 1.33 -0.75 1.01
C -4.66 2.44 -1.11 -1.44
H 2.38 -1.08 2.10 -0.26
C -2.48 -3.78 -2.18 0.99
N 3.56 1.07 -1.19 1.32
C -4.02 3.49 -1.99 0.49
H 0.17 -5.94 4.62 0.36
C 0.45 -4.94 2.75 0.59
C -3.44 -3.54 -3.15 -0.67
H 1.62 5.68 0.66 0.48
C 0.24 -1.33 -3.29 2.57
Sb 0.12 3.71 -0.43 0.45
H -1.09 6.04 -1.19 0.38
H 0.81 0.75 4.46 0.31
C -2.64 1.35 -0.10 -1.59
H 3.72 -3.93 -0.09 0.38
H -2.64 -1.24 2.87 0.10
H -0.38 0.32 -1.99 -0.94
C 3.66 -2.91 0.28 -1.43
H -2.63 0.52 3.11 0.22
C 4.52 1.37 -2.24 -1.20
H 4.48 1.61 -6.87 0.40
H 5.13 2.18 -1.86 0.36
C 3.39 -1.42 2.31 -1.03
H -1.90 -6.48 -2.15 0.31
H -3.97 -2.43 -4.92 0.39
H -5.65 4.83 -1.60 0.46
C -2.78 -4.80 -1.09 1.95
H -1.03 3.81 2.03 0.58
H 0.77 -1.79 4.35 0.22
H -4.38 -4.08 -3.12 0.37
H 4.12 -0.74 1.85 0.51
N -2.11 0.14 -0.09 0.61
H -5.50 1.99 -1.64 0.36
H -2.24 2.22 0.39 0.80
C -4.07 -4.47 -0.33 -1.48
H -2.27 2.39 -2.60 0.15
H 1.93 -0.92 -4.60 0.29
C 2.76 2.54 -5.99 -1.02
H -2.19 -4.13 3.33 0.19
B 0.04 -2.75 0.08 2.90
C 0.81 3.53 -4.88 0.25
C 3.59 -2.86 1.81 0.50
C -2.29 -0.43 3.52 -1.53
C -4.72 4.68 -2.15 -0.82
C -4.26 5.67 -3.00 -0.71
H 4.56 -2.37 -0.05 0.52
C -2.83 3.31 -2.68 1.43
C -0.76 -0.46 3.59 1.47
C -0.28 0.71 4.47 -1.76
C -0.87 -5.46 2.20 1.88
C -1.26 -3.07 -2.22 -0.61
H -1.70 -7.31 1.44 0.43
C 0.40 -4.60 -1.40 -1.31
H 4.56 -3.20 2.18 0.63
C 2.53 0.24 -1.24 -1.38
H 0.04 -7.16 1.20 0.31
C 2.65 2.45 -3.58 0.21
H -0.59 -7.52 2.81 0.39
H 1.98 5.58 -1.08 0.40
H -2.74 -0.55 4.52 0.49
C 3.96 1.85 -5.95 -0.82
H 0.80 0.78 -3.22 -0.67
H -3.04 -6.94 -0.88 0.43
N -0.26 -3.37 -1.25 0.44
C 2.90 -4.16 3.78 -0.74
H -2.98 -5.57 2.67 0.42
H -1.94 -5.71 4.09 0.40
C 2.09 2.82 -4.80 0.51
C 2.55 -3.75 2.49 0.02
H 5.43 0.89 -4.72 0.46
H 0.72 3.66 2.23 0.68
H -4.82 6.59 -3.11 0.41
C -0.77 -6.95 1.89 -1.79
N -4.07 0.07 -1.19 -1.11
H 2.34 -5.23 5.55 0.37
C -0.07 0.15 -3.02 0.09
N -0.87 4.73 -5.45 -0.50
C 1.30 -4.13 1.99 0.59
O -0.10 3.41 -3.89 0.52
Ti -0.12 -0.58 0.57 -0.03
H -2.93 -1.67 -0.93 0.65
C -1.12 4.18 -4.32 0.16
H -1.07 -4.93 1.28 -1.13
H 0.33 -5.18 -2.31 0.59
H 1.69 -5.72 -0.05 0.67
C 1.83 5.00 -0.17 -1.47
H -0.62 0.58 5.50 0.43
H -0.24 2.22 1.86 0.00
N 3.52 1.79 -0.04 -1.14
H -0.88 0.49 -3.67 1.20
H -0.59 -2.59 3.58 -0.24
C 0.83 -5.32 4.03 -0.41
H -0.95 5.98 0.58 0.55
C -3.04 -0.61 -0.76 -1.04
H -2.71 6.24 -4.37 0.51
H 3.86 -3.87 4.17 0.38
H -0.66 1.66 4.09 0.28
H 0.39 -1.07 -5.45 0.32
C -1.21 5.41 -0.31 -1.39
H 2.79 -2.44 -0.17 -0.17
C -0.31 -1.77 4.23 -1.13
H -1.85 -1.19 -4.98 0.40
H -4.23 -5.21 0.46 0.46
C 4.50 1.45 -4.74 -1.02
H -0.78 -1.92 5.21 0.57
C 0.98 -1.47 -4.62 -1.90
H -3.64 -6.30 -2.41 0.38
H 2.36 -0.45 -2.05 0.59
N 0.40 4.29 -5.83 -0.55
N 1.79 0.37 -0.15 1.39
C 2.05 -4.93 4.56 -1.64
C -2.36 4.32 -3.53 -0.06
H 5.16 0.51 -2.40 0.37
C 1.07 -4.87 -0.28 -1.18
C -2.84 -6.21 -1.67 -1.77
H -4.94 -4.48 -0.99 0.38
C -3.22 -2.61 -4.16 -1.69
C -0.14 3.29 1.67 -1.52
H -4.01 -3.49 0.14 0.24
C -2.02 -1.92 -4.20 -0.51
```

Summary:
**HOMO-LUMO gap (alpha / beta)**: 0.18576 / 0.24810 Eh
**Molar mass**: 1057.66 g/mol
**Lowest unoccupied orbital energy (alpha / beta)**: -0.0095 / -0.0095 Eh
**2S+1**: 2
**Relative energy (zero: lowest compared OMol25 entry of this formula, charge and spin)**: 1.0 kcal per mole
**Energy**: -104866.2521 eV
**Highest occupied orbital energy (alpha / beta)**: -5.31 / -7.01 eV